Below is a cluster of 3 separate species, C14H26N5O9P in total in a non-equilibrium geometry, with properties calculated with the ωB97M-V functional and the def2-TZVPD basis.

Results
HOMO level: -9.3 eV
HOMO-LUMO gap: 0.3458 Ha
SMILES: CC(=O)N(C(C)=O)[C@@]1(P(C)C)OC(=O)O[C@]1(C)CC(=O)O.NC(N)=O.NC(N)=O
Total energy: -50108.3229 eV

Positions of all 55 atoms, in Å:
C1 -1.7574 1.4714 -2.4696
C2 -1.0422 0.7342 -1.3714
O1 -1.6166 0.0180 -0.5921
N1 0.4112 0.8826 -1.3621
C3 1.0938 -0.4183 -1.3850
C4 1.7030 -0.8056 -2.7043
O2 1.1153 -1.1479 -0.4356
C5 0.9286 1.9875 -0.5467
P1 2.0928 3.1855 -1.5087
C6 1.9133 2.6732 -3.2513
C7 1.1382 4.7417 -1.5382
O3 -0.2640 2.7961 -0.2796
C8 -0.2060 3.2576 0.9919
O4 -1.1108 3.7540 1.5805
O5 1.0683 3.1010 1.4299
C9 1.4480 1.7718 0.9179
C10 0.6855 0.7574 1.7687
C11 2.9675 1.6741 1.2028
C12 3.8484 0.9161 0.2139
O6 3.8663 -0.2871 0.1406
O7 4.6879 1.6392 -0.5496
H1 -2.3311 0.7541 -3.0603
H2 -2.4437 2.1930 -2.0206
H3 -1.0593 2.0031 -3.1118
H4 2.7882 -0.7060 -2.6415
H5 1.4615 -1.8540 -2.8911
H6 1.3005 -0.2050 -3.5175
H7 0.9523 2.9785 -3.6725
H8 2.6978 3.2061 -3.7969
H9 2.0798 1.6098 -3.3904
H10 1.6964 5.4211 -2.1884
H11 0.1406 4.6099 -1.9609
H12 1.0828 5.1799 -0.5436
H13 -0.3151 0.5445 1.4004
H14 1.2277 -0.1823 1.8011
H15 0.6275 1.1610 2.7831
H16 3.0895 1.1753 2.1653
H17 3.3354 2.6944 1.3260
H18 4.4178 2.5710 -0.5557
C13 -3.5580 -3.9384 -0.2922
O8 -4.0353 -5.0120 -0.6164
N2 -3.4612 -3.5284 1.0067
N3 -3.0695 -3.0478 -1.2143
H19 -3.0617 -2.6482 1.2708
H20 -3.8074 -4.1442 1.7245
H21 -3.1199 -3.3142 -2.1783
H22 -2.6721 -2.1606 -0.9658
C14 -2.6027 -4.8418 4.2083
O9 -3.7506 -5.0346 3.8431
N4 -2.2850 -3.9023 5.1517
N5 -1.5496 -5.5465 3.6991
H23 -1.3506 -3.7289 5.4680
H24 -3.0414 -3.3741 5.5436
H25 -1.7559 -6.2322 2.9965
H26 -0.5986 -5.4025 3.9782

Atomic partial charges in e from the natural (NBO) method, atoms 1 to 8:
1 C -0.721
2 C 0.763
3 O -0.536
4 N -0.683
5 C 0.729
6 C -0.730
7 O -0.479
8 C 0.216